Record 1
A structure of composition C3H3BaO2. Source: the OMol25 dataset; level of theory: the ωB97M-V functional and the def2-TZVPD basis.

highest occupied orbital energy	-10.33	eV
charge	+1
orbital gap	4.6574	eV

Element x y z (Å)
O1 0.418 0.583 0.124
C1 1.973 -0.114 -1.031
O2 2.346 -1.228 -1.034
Ba1 3.230 1.147 1.280
C2 -0.696 -0.134 0.390
C3 -1.929 0.226 0.018
H1 -0.476 -1.190 0.594
H2 -2.709 -0.533 -0.034
H3 -2.158 1.242 -0.307

Atom charges from the Mulliken analysis, given in e for atoms 1 to 6:
1. O -0.57
2. C 0.02
3. O -0.27
4. Ba 1.76
5. C 0.02
6. C -0.73



Record 2
A structure of composition C3H3BiLiO4. Source: the OMol25 dataset; level of theory: the ωB97M-V functional and the def2-TZVPD basis.

highest occupied orbital energy (alpha / beta)	-17.60 / -17.78	eV
⟨S²⟩	0.75
charge	+2
orbital gap (alpha / beta)	7.3647 / 7.3163	eV
multiplicity	2

Element x y z (Å)
H1 0.100 0.685 -1.874
C1 0.897 -0.542 -1.752
C2 -0.215 -0.194 -0.849
O1 0.220 0.208 0.356
C3 -0.675 0.549 1.378
O2 -1.794 0.982 1.080
O3 -0.221 0.393 2.521
O4 2.065 -0.699 -1.287
Bi1 -2.133 1.225 3.295
H2 0.516 -1.189 -2.574
H3 -1.109 -0.833 -0.858
Li1 2.349 -0.584 0.565

Atom charges from the Mulliken analysis, given in e for atoms 1 to 6:
1. H 0.25
2. C 0.02
3. C -0.16
4. O -0.21
5. C 0.87
6. O -0.51



Record 3
A structure of composition C3H3BiLiO4. Source: the OMol25 dataset; level of theory: the ωB97M-V functional and the def2-TZVPD basis.

highest occupied orbital energy (alpha / beta)	-18.54 / -18.74	eV
⟨S²⟩	0.75
charge	+2
orbital gap (alpha / beta)	6.8125 / 7.2157	eV
multiplicity	2

Element x y z (Å)
C1 1.202 -0.492 -1.026
C2 0.139 0.570 -1.062
O1 -0.846 0.336 -0.089
C3 -0.480 0.479 1.251
O2 -0.643 -0.510 2.014
O3 -0.791 1.584 1.659
O4 1.195 -1.414 -0.236
H1 1.868 -0.511 -1.909
H2 -0.391 0.516 -2.023
H3 0.636 1.544 -0.924
Bi1 -2.818 -0.507 0.652
Li1 0.929 -1.595 1.693

Atom charges from the Mulliken analysis, given in e for atoms 1 to 6:
1. C 0.16
2. C -0.42
3. O -0.27
4. C 1.01
5. O -0.86
6. O -0.43



Record 4
A structure of composition C3H3BiO3. Source: the OMol25 dataset; level of theory: the ωB97M-V functional and the def2-TZVPD basis.

highest occupied orbital energy (alpha / beta)	-12.56 / -12.56	eV
⟨S²⟩	0.75
charge	+1
orbital gap (alpha / beta)	4.5617 / 4.6089	eV
multiplicity	2

Element x y z (Å)
H1 1.482 -0.455 -2.645
O1 -0.753 -0.244 -1.715
C1 0.282 -0.156 -1.116
O2 1.512 -0.276 -1.696
O3 0.504 0.009 0.161
Bi1 2.621 0.282 0.210
H2 -0.473 -0.064 0.984
C2 -1.691 0.367 1.905
C3 -1.375 -0.826 2.064
H3 -2.109 1.362 1.848

Atom charges from the Mulliken analysis, given in e for atoms 1 to 6:
1. H 0.39
2. O -0.34
3. C 0.77
4. O -0.43
5. O -0.37
6. Bi 1.14



Record 5
A structure of composition C3H3Br2F. Source: the OMol25 dataset; level of theory: the ωB97M-V functional and the def2-TZVPD basis.

highest occupied orbital energy	-10.12	eV
orbital gap	9.6785	eV

Element x y z (Å)
C1 1.428 0.413 0.078
C2 0.381 -0.254 -0.400
C3 -0.925 -0.321 0.231
F1 -0.850 -0.413 1.610
Br1 -1.897 1.474 -0.359
Br2 -2.024 -1.708 -0.347
H1 2.315 0.692 -0.499
H2 1.243 0.796 1.092
H3 0.330 -0.681 -1.407

Atom charges from the Mulliken analysis, given in e for atoms 1 to 6:
1. C -0.60
2. C -0.17
3. C 0.31
4. F -0.18
5. Br -0.11
6. Br -0.03



Record 6
A structure of composition C3H3Br2N. Source: the OMol25 dataset; level of theory: the ωB97M-V functional and the def2-TZVPD basis.

highest occupied orbital energy	-10.33	eV
orbital gap	10.7345	eV

Element x y z (Å)
C1 -0.211 0.325 1.215
C2 0.722 -0.079 0.101
C3 -0.579 -0.023 -0.707
N1 -1.304 0.318 0.574
Br1 1.600 -1.708 0.180
Br2 -0.900 1.428 -2.010
H1 -0.106 0.523 2.237
H2 1.436 0.680 -0.349
H3 -0.658 -1.465 -1.240

Atom charges from the Mulliken analysis, given in e for atoms 1 to 6:
1. C -0.15
2. C -0.03
3. C -0.15
4. N -0.44
5. Br -0.08
6. Br -0.15



Energy above the lowest of the compared OMol25 structures with the same formula, charge and spin: 399.9; 40.5; 138.1; 420.8; 11.2; 278.1 (kJ/mol)
Calculated total energy: -291.742280; -638.523287; -638.486131; -555.930532; -5363.955678; -5318.770586 (Eh)